Entry 1:
{
  "formula": "C52H62AuN3OSSi",
  "method": "ωB97M-V/def2-TZVPD",
  "e_tot_ha": -3081.66457,
  "max_force_ha_per_bohr": 0.0170,
  "homo_lumo_gap_ev": [3.837, 3.827],
  "spin_multiplicity": 1,
  "total_charge": -2,
  "relative_energy_kcal_mol": 0.0,
  "species": ["Au", "C", "C", "C", "C", "C", "C", "C", "C", "C", "C", "C", "C", "N", "C", "C", "N", "C", "C", "C", "C", "C", "C", "C", "C", "C", "C", "C", "C", "C", "C", "C", "C", "C", "C", "C", "C", "C", "C", "H", "H", "H", "H", "H", "H", "H", "H", "H", "H", "H", "H", "H", "H", "H", "H", "H", "H", "H", "H", "H", "H", "H", "H", "H", "H", "H", "H", "H", "H", "H", "H", "H", "H", "H", "H", "H", "H", "H", "H", "C", "H", "H", "C", "Si", "C", "C", "O", "H", "H", "H", "H", "H", "H", "H", "H", "H", "N", "S", "C", "C", "C", "C", "C", "C", "C", "C", "C", "C", "C", "C", "H", "H", "H", "H", "H", "H", "H", "H", "H", "H", "H"],
  "xyz": [[0.251, -1.794, -0.351], [-0.892, -2.469, -3.882], [-2.070, -1.501, -3.683], [-3.036, -1.971, -2.583], [-1.594, -0.056, -3.517], [-1.668, 0.725, -4.674], [-1.348, 2.076, -4.695], [-0.907, 2.655, -3.514], [-0.793, 1.926, -2.333], [-0.219, 2.652, -1.117], [1.244, 3.053, -1.356], [-1.047, 3.881, -0.725], [-1.157, 0.536, -2.287], [-1.124, -0.162, -1.080], [-1.799, 0.414, 0.009], [-1.439, 0.261, 1.372], [-0.413, -0.514, 1.809], [0.091, -0.402, 3.101], [0.902, 0.717, 3.481], [1.414, 0.817, 4.772], [1.192, -0.171, 5.721], [0.449, -1.282, 5.347], [-0.107, -1.423, 4.075], [-0.902, -2.707, 3.840], [-0.015, -3.778, 3.182], [-2.226, -2.543, 3.076], [1.297, 1.788, 2.477], [2.823, 1.907, 2.377], [0.690, 3.156, 2.806], [-2.428, 1.021, 2.185], [-2.633, 1.237, 3.527], [-3.738, 2.047, 3.933], [-4.614, 2.609, 3.041], [-4.433, 2.385, 1.644], [-5.259, 2.869, 0.571], [-4.940, 2.522, -0.718], [-3.820, 1.708, -1.060], [-2.990, 1.243, -0.048], [-3.347, 1.610, 1.287], [-1.241, -3.506, -3.976], [-0.215, -2.434, -3.029], [-0.327, -2.202, -4.784], [-2.633, -1.504, -4.618], [-2.507, -2.198, -1.659], [-3.560, -2.880, -2.915], [-3.787, -1.200, -2.367], [-2.025, 0.251, -5.587], [-1.439, 2.660, -5.607], [-0.632, 3.710, -3.511], [-0.233, 1.967, -0.280], [1.333, 3.768, -2.185], [1.849, 2.172, -1.599], [1.661, 3.523, -0.455], [-1.047, 4.629, -1.530], [-0.627, 4.351, 0.172], [-2.082, 3.603, -0.512], [2.016, 1.686, 5.040], [1.598, -0.083, 6.724], [0.274, -2.073, 6.074], [-1.154, -3.068, 4.840], [0.141, -3.545, 2.125], [-0.492, -4.766, 3.232], [0.957, -3.838, 3.685], [-2.051, -2.420, 2.008], [-2.790, -1.674, 3.435], [-2.846, -3.440, 3.220], [0.920, 1.478, 1.508], [3.260, 2.244, 3.325], [3.105, 2.629, 1.604], [3.288, 0.945, 2.125], [1.045, 3.510, 3.785], [-0.401, 3.105, 2.834], [0.981, 3.898, 2.050], [-1.967, 0.817, 4.273], [-3.890, 2.225, 4.993], [-5.448, 3.210, 3.397], [-6.129, 3.489, 0.775], [-5.575, 2.888, -1.519], [-3.619, 1.478, -2.101], [2.280, -2.212, 0.139], [2.466, -2.361, 1.203], [2.641, -3.007, -0.521], [-1.751, -6.082, 1.009], [-2.064, -4.719, -0.276], [-2.102, -5.704, -1.897], [-3.851, -4.217, 0.054], [-1.012, -3.544, -0.271], [-2.412, -6.940, 0.804], [-1.960, -5.733, 2.031], [-0.709, -6.439, 0.981], [-2.808, -6.548, -1.819], [-1.104, -6.115, -2.118], [-2.407, -5.086, -2.754], [-4.501, -5.105, 0.093], [-4.240, -3.539, -0.719], [-3.929, -3.693, 1.019], [2.148, -0.973, -0.402], [5.182, -0.353, -1.878], [5.705, 0.933, -0.789], [6.728, 0.622, 0.105], [7.165, 1.564, 1.029], [6.598, 2.828, 1.065], [5.578, 3.135, 0.180], [5.124, 2.195, -0.741], [4.228, 0.460, -3.122], [4.736, 1.473, -3.926], [3.944, 2.009, -4.934], [2.663, 1.513, -5.156], [2.169, 0.495, -4.364], [2.948, -0.028, -3.334], [2.147, -0.243, 0.308], [7.171, -0.370, 0.077], [7.952, 1.303, 1.727], [6.932, 3.559, 1.790], [5.107, 4.111, 0.217], [4.301, 2.434, -1.401], [5.741, 1.841, -3.752], [4.330, 2.814, -5.549], [2.044, 1.931, -5.943], [1.158, 0.128, -4.509], [2.550, -0.785, -2.658]],
  "mulliken_charge": [3.21, -1.33, 0.33, -1.00, 0.63, -0.85, -1.75, -0.13, 1.21, 2.11, -1.32, -1.77, -0.51, 0.22, -0.87, -0.20, 0.93, -1.33, 0.87, -0.58, -1.36, -0.87, 0.70, 0.31, -1.01, -1.04, 3.04, -1.73, -1.71, -0.41, 0.78, -1.05, -1.03, 1.35, -1.14, -1.07, 0.57, 0.53, -0.97, 0.53, -0.16, 0.35, 0.50, -0.38, 0.64, 0.26, 0.27, 0.29, 0.27, -1.20, 0.43, -0.03, 0.39, 0.39, 0.31, 0.20, 0.24, 0.35, 0.34, 0.56, -0.05, 0.32, 0.33, -0.38, 0.31, 0.64, -1.61, 0.35, 0.23, 0.48, 0.38, 0.28, 0.39, 0.47, 0.40, 0.35, 0.34, 0.38, 0.46, -0.93, 0.30, 0.30, -1.20, 0.46, -1.16, -1.08, -1.39, 0.38, 0.21, 0.31, 0.35, 0.27, 0.24, 0.41, 0.27, 0.25, -0.01, -0.22, 0.70, -0.59, -0.51, -0.51, -0.46, -0.06, 0.13, -0.14, -0.56, -0.57, 0.03, -0.35, -0.38, 0.36, 0.37, 0.36, 0.33, 0.00, 0.44, 0.37, 0.40, 0.26, 0.24]
}

Entry 2:
{
  "formula": "C5H12S",
  "method": "ωB97M-V/def2-TZVPD",
  "e_tot_ha": -595.83351,
  "max_force_ha_per_bohr": 0.0395,
  "homo_lumo_gap_ev": 9.443,
  "spin_multiplicity": 1,
  "relative_energy_kcal_mol": 30.4,
  "smiles": "C=CC.CSC",
  "species": ["C", "S", "C", "H", "H", "H", "H", "H", "H", "C", "C", "C", "H", "H", "H", "H", "H", "H"],
  "xyz": [[2.349, 0.333, 1.964], [1.333, -1.092, 1.370], [1.866, -1.322, -0.293], [2.175, 0.425, 3.035], [1.930, 1.245, 1.553], [3.368, 0.051, 1.735], [2.439, -0.447, -0.618], [2.611, -2.112, -0.419], [1.048, -1.524, -0.978], [-2.706, -0.031, 0.031], [-2.389, 0.740, -1.247], [-1.151, 0.923, -1.701], [-2.561, 0.661, 0.858], [-3.740, -0.368, 0.014], [-1.987, -0.842, 0.120], [-3.160, 1.462, -1.506], [-1.054, 1.676, -2.474], [-0.370, 0.223, -1.443]],
  "mulliken_charge": [-0.82, -0.08, -0.88, 0.31, 0.26, 0.29, 0.28, 0.35, 0.27, -0.84, -0.07, -0.41, 0.21, 0.31, 0.26, 0.27, 0.27, 0.01]
}

Entry 3:
{
  "formula": "C33H65BrN2O25P3",
  "method": "ωB97M-V/def2-TZVPD",
  "e_tot_ha": -6884.81785,
  "max_force_ha_per_bohr": 0.0446,
  "homo_lumo_gap_ev": 6.850,
  "spin_multiplicity": 1,
  "total_charge": 1,
  "relative_energy_kcal_mol": 0.0,
  "species": ["C", "C", "C", "C", "C", "C", "Br", "C", "N", "C", "C", "C", "P", "P", "O", "O", "O", "C", "N", "P", "C", "O", "H", "H", "H", "H", "H", "H", "H", "H", "H", "H", "H", "H", "H", "H", "H", "H", "H", "H", "H", "H", "H", "H", "H", "C", "O", "C", "O", "O", "C", "H", "H", "H", "H", "H", "H", "C", "O", "C", "O", "O", "C", "H", "H", "H", "H", "H", "H", "C", "O", "C", "O", "O", "C", "H", "H", "H", "H", "H", "H", "C", "O", "C", "O", "O", "C", "H", "H", "H", "H", "H", "H", "C", "O", "C", "O", "O", "C", "H", "H", "H", "H", "H", "H", "C", "O", "C", "O", "O", "C", "H", "H", "H", "H", "H", "H", "C", "O", "C", "O", "O", "C", "H", "H", "H", "H", "H", "H"],
  "xyz": [[0.820, 3.574, 0.796], [0.267, 3.080, -0.148], [-0.259, 2.362, -1.322], [-1.315, 1.305, -0.964], [-0.945, 0.370, 0.196], [-0.011, -0.782, -0.129], [1.653, -0.302, -1.068], [-0.620, -2.022, -0.835], [0.464, -3.017, -0.605], [0.652, -4.111, -1.575], [1.954, -3.991, -2.396], [1.153, -2.768, 0.451], [2.620, -3.830, 0.849], [4.431, -2.630, 0.745], [5.378, -3.128, 1.750], [4.150, -1.067, 0.953], [5.011, -2.754, -0.747], [0.492, -1.549, 1.164], [-0.596, -2.246, 1.952], [1.432, -0.526, 2.456], [0.038, 0.076, 3.519], [2.181, -1.679, 3.383], [1.376, 4.136, 1.509], [-0.758, 3.114, -1.940], [0.567, 1.989, -1.918], [-2.230, 1.821, -0.680], [-1.519, 0.725, -1.868], [-1.873, -0.096, 0.550], [-0.553, 0.956, 1.027], [-0.681, -1.852, -1.909], [-1.555, -2.365, -0.408], [-0.196, -4.058, -2.254], [0.586, -5.075, -1.075], [1.710, -4.192, -3.439], [2.662, -4.755, -2.083], [2.390, -2.997, -2.359], [2.567, -4.102, 2.227], [4.774, -0.719, 1.607], [5.306, -1.884, -1.048], [-0.712, -3.216, 1.690], [-1.478, -1.761, 1.860], [-0.195, -0.702, 4.249], [0.308, 1.009, 4.001], [-0.865, 0.186, 2.920], [1.616, -2.465, 3.435], [-3.549, -2.093, -4.212], [-4.441, -1.265, -4.953], [-4.344, 0.038, -4.682], [-3.578, 0.537, -3.896], [-5.232, 0.683, -5.425], [-5.247, 2.104, -5.241], [-3.733, -3.114, -4.532], [-2.513, -1.837, -4.430], [-3.749, -2.008, -3.143], [-4.284, 2.535, -5.509], [-5.500, 2.356, -4.213], [-6.013, 2.500, -5.901], [0.139, 4.139, 8.826], [1.367, 3.473, 8.514], [1.222, 2.323, 7.866], [0.178, 1.817, 7.541], [2.433, 1.816, 7.635], [2.412, 0.558, 6.962], [0.409, 5.052, 9.348], [-0.404, 4.389, 7.917], [-0.479, 3.523, 9.475], [1.934, 0.654, 5.988], [1.900, -0.193, 7.561], [3.446, 0.256, 6.822], [3.222, 5.451, -2.592], [3.137, 5.916, -3.939], [1.908, 5.850, -4.453], [0.925, 5.461, -3.876], [1.956, 6.296, -5.705], [0.698, 6.293, -6.382], [4.257, 5.554, -2.280], [2.591, 6.051, -1.939], [2.933, 4.403, -2.533], [-0.014, 6.941, -5.874], [0.302, 5.281, -6.453], [0.885, 6.677, -7.381], [12.068, -1.296, 2.431], [11.135, -1.753, 1.449], [10.201, -2.576, 1.924], [10.092, -2.937, 3.066], [9.405, -2.927, 0.914], [8.346, -3.818, 1.283], [12.765, -0.642, 1.915], [11.558, -0.735, 3.213], [12.611, -2.133, 2.864], [7.693, -3.357, 2.016], [8.748, -4.753, 1.669], [7.777, -4.022, 0.381], [0.132, -5.982, -5.856], [0.177, -5.381, -7.145], [-0.645, -4.342, -7.303], [-1.383, -3.893, -6.462], [-0.511, -3.894, -8.544], [-1.343, -2.774, -8.866], [0.843, -6.803, -5.871], [0.425, -5.265, -5.088], [-0.863, -6.371, -5.645], [-1.105, -1.925, -8.228], [-2.394, -3.037, -8.768], [-1.129, -2.520, -9.899], [-9.786, 1.933, -6.509], [-10.575, 3.014, -6.011], [-9.870, 4.062, -5.592], [-8.669, 4.155, -5.603], [-10.720, 4.989, -5.159], [-10.100, 6.183, -4.678], [-10.483, 1.156, -6.812], [-9.202, 2.249, -7.372], [-9.130, 1.545, -5.732], [-9.528, 6.664, -5.469], [-9.456, 5.965, -3.828], [-10.903, 6.842, -4.362], [-0.409, 0.661, 10.372], [-0.534, -0.614, 11.007], [-1.793, -1.012, 11.185], [-2.778, -0.402, 10.864], [-1.770, -2.203, 11.782], [-3.063, -2.753, 12.042], [0.656, 0.864, 10.289], [-0.850, 0.645, 9.380], [-0.875, 1.436, 10.980], [-3.611, -2.904, 11.114], [-3.629, -2.106, 12.710], [-2.899, -3.712, 12.525]],
  "mulliken_charge": [0.09, -0.64, -0.69, -0.83, -0.92, 0.64, 0.04, -1.22, 0.47, -0.88, -0.72, -1.24, -0.37, 1.04, -0.63, -0.43, -0.47, 1.40, -0.38, 0.33, -0.99, -0.53, 0.46, 0.46, 0.24, 0.50, 0.14, 0.53, 0.03, 0.77, 0.26, 0.63, 0.43, 0.12, 0.37, 0.17, 0.10, 0.31, 0.32, 0.33, 0.26, 0.31, 0.32, 0.43, 0.39, -0.59, -0.34, 0.83, -0.57, -0.34, -0.59, 0.27, 0.26, 0.30, 0.32, 0.30, 0.15, -0.50, -0.35, 0.83, -0.52, -0.35, -0.38, 0.23, 0.29, 0.19, 0.04, 0.28, 0.26, -0.55, -0.32, 0.82, -0.55, -0.33, -0.62, 0.26, 0.29, 0.20, 0.29, 0.29, 0.22, -0.63, -0.32, 0.78, -0.53, -0.33, -0.54, 0.22, 0.29, 0.30, 0.29, 0.33, 0.16, -0.24, -0.33, 0.82, -0.54, -0.32, -0.61, 0.26, -0.08, 0.31, 0.28, 0.29, 0.21, -0.57, -0.31, 0.81, -0.55, -0.32, -0.62, 0.21, 0.28, 0.26, 0.29, 0.29, 0.22, -0.74, -0.34, 0.74, -0.54, -0.33, -0.63, 0.30, 0.38, 0.34, 0.29, 0.30, 0.22]
}